Run a
DFT (ωB97M-V/def2-TZVPD) results for an isolated molecule of C3H4N2O.

The highest occupied orbital energy is -8.30 eV. The SMILES is Oc1cnc[nH]1.

Each line ends with the Mulliken charge.
Element x y z (Å)
O: 0.9153 -1.5343 -0.9524  -0.51
C: 0.2298 -0.5760 -0.2884  0.49
C: -0.7737 -0.5825 0.6375  -0.35
N: -1.0640 0.7099 1.0149  -0.56
C: -0.2598 1.4694 0.3296  -0.23
N: 0.5563 0.7352 -0.4981  -0.08
H: 0.5986 -2.3887 -0.6339  0.33
H: -1.2727 -1.4264 1.0896  0.37
H: -0.1417 2.5294 0.4914  0.35
H: 1.2120 1.0638 -1.1903  0.20

***

Run b
DFT (ωB97M-V/def2-TZVPD) results for an isolated molecule of C3H4N2O.

The highest occupied orbital energy is -9.21 eV. The SMILES is Nc1ccon1.

Each line ends with the Mulliken charge.
Element x y z (Å)
N: -1.7307 -0.0353 -0.1112  -0.43
C: -0.4571 -0.3811 0.2466  0.61
C: 0.5053 0.6532 0.3314  -0.33
C: 1.6522 0.0690 -0.0287  -0.29
O: 1.5189 -1.2579 -0.1402  -0.24
N: 0.0572 -1.5873 0.1759  -0.41
H: -2.1590 0.7962 0.2534  0.20
H: -2.1820 -0.5543 -0.8385  0.22
H: 0.2314 1.6866 0.3779  0.30
H: 2.5638 0.6109 -0.2664  0.38

***

run a is favored, and the nearest alternative lies 199.0 kJ/mol above it.

***

Run a
DFT (ωB97M-V/def2-TZVPD) results for a cluster of 2 separate species, C3H4N2O in total.

The highest occupied orbital energy is -9.55 eV. The SMILES is C#[N+][O-].C#CN.

Each line ends with the Mulliken charge.
Element x y z (Å)
C: -0.5095 -0.3510 1.7301  -0.19
N: -0.0947 -1.1118 2.4996  0.46
O: 0.3210 -1.8972 3.3162  -0.62
H: -0.7917 0.3100 0.9273  0.39
C: 1.2815 -0.4169 -1.5944  -0.49
C: 0.3622 0.3286 -1.3754  0.10
N: -0.6872 1.1376 -1.0340  -0.56
H: 2.0978 -1.0697 -1.8084  0.42
H: -1.5228 0.9463 -1.5761  0.25
H: -0.4565 2.1239 -1.0849  0.25

***

Run b
DFT (ωB97M-V/def2-TZVPD) results for an isolated molecule of C3H4N2O.

The highest occupied orbital energy is -8.28 eV. The SMILES is Oc1c[nH]cn1.

Each line ends with the Mulliken charge.
Element x y z (Å)
O: -1.1274 -1.5175 -1.2318  -0.51
C: -0.4509 -0.6284 -0.4711  0.60
C: -0.1270 0.6588 -0.8008  -0.54
N: 0.5559 1.1263 0.3101  -0.02
C: 0.6013 0.1230 1.2140  -0.22
N: -0.0020 -0.9593 0.7722  -0.63
H: -1.1740 -2.3308 -0.7099  0.37
H: -0.3087 1.2568 -1.6790  0.39
H: 0.9489 2.0468 0.4192  0.18
H: 1.0841 0.2243 2.1769  0.39

***

run b is favored, and the nearest alternative lies 486.8 kJ/mol above it.

***

Run a
DFT (ωB97M-V/def2-TZVPD) results for an isolated molecule of C3H4N2O.

The highest occupied orbital energy is -9.39 eV. The SMILES is [H]/N=C/C=C=NO.

Each line ends with the Mulliken charge.
Element x y z (Å)
H: 1.8370 -2.2702 0.4846  0.24
N: 1.3249 -1.4964 0.0647  -0.57
C: 0.3175 -1.1954 0.7845  0.02
C: -0.6377 -0.1813 0.3454  -0.70
C: -0.4006 0.4869 -0.7594  0.70
N: -0.2289 1.2145 -1.7375  -0.35
O: -0.6394 2.4955 -1.1784  -0.36
H: 0.0282 -1.7237 1.6966  0.35
H: -1.6129 -0.0752 0.8112  0.34
H: 0.0118 2.7453 -0.5117  0.33

***

Run b
DFT (ωB97M-V/def2-TZVPD) results for an isolated molecule of C3H4N2O.

The highest occupied orbital energy is -10.41 eV. The SMILES is Cc1cnno1.

Each line ends with the Mulliken charge.
Element x y z (Å)
C: -0.5192 1.3258 0.5408  -0.80
C: 0.3349 0.0943 -0.2699  0.30
C: 0.0921 -0.8918 -1.1289  -0.27
N: 0.5532 -2.1200 -0.6831  -0.34
N: 1.1714 -1.8782 0.4667  -0.05
O: 0.9729 -0.5968 0.8260  -0.09
H: -0.9534 0.9856 1.4202  0.32
H: -1.2768 1.5379 -0.2317  0.29
H: 0.1956 2.2134 0.9824  0.25
H: -0.5706 -0.6703 -1.9225  0.38

***

Run c
DFT (ωB97M-V/def2-TZVPD) results for an isolated molecule of C3H4N2O.

The highest occupied orbital energy is -9.11 eV. The SMILES is Nc1ccon1.

Each line ends with the Mulliken charge.
Element x y z (Å)
N: -1.7640 -0.0022 -0.2600  -0.46
C: -0.4529 -0.2838 0.0310  0.56
C: 0.5209 0.7393 0.1902  -0.23
C: 1.6792 0.0684 0.0639  -0.46
O: 1.4631 -1.2484 -0.0396  -0.14
N: 0.0815 -1.4802 -0.0307  -0.45
H: -2.1814 0.7551 0.2560  0.23
H: -2.3624 -0.7801 -0.4740  0.23
H: 0.3296 1.7917 0.3130  0.32
H: 2.6863 0.4402 -0.0498  0.40

***

Run d
DFT (ωB97M-V/def2-TZVPD) results for an isolated molecule of C3H4N2O.

The highest occupied orbital energy is -8.64 eV.

Each line ends with the Mulliken charge.
Element x y z (Å)
O: -0.1693 2.2597 0.7696  -0.60
C: 0.0621 1.1819 0.2514  0.42
N: 0.7003 0.9052 -0.9383  -0.79
N: 0.3405 -0.3642 -1.2016  0.36
C: -0.4844 -0.9849 -0.3971  -0.22
C: -0.7334 -0.0425 0.7133  -0.46
H: -1.5691 0.6799 0.7802  0.26
H: 0.7276 -0.7635 -2.0539  0.25
H: -0.7198 -2.0344 -0.5351  0.42
H: -0.6221 -0.4544 1.7176  0.35

***

run c is favored, and the nearest alternative lies 74.3 kJ/mol above it.